Formula: C5H12N2
Source: the OMol25 dataset
Level of theory: ωB97M-V with the def2-TZVPD basis set

XYZ file:
```
19
C5H12N2 ωB97M-V with the def2-TZVPD basis set
C 1.088 -1.209 -1.211
C 1.313 -0.677 0.291
C 0.198 0.240 0.724
C 0.456 1.440 1.357
C -2.198 0.639 0.578
N -1.045 -0.276 0.639
N 0.322 -0.244 -2.038
H 0.493 -2.124 -1.104
H 2.129 -1.322 -1.505
H 2.244 -0.120 0.231
H 1.376 -1.458 1.053
H 1.390 1.974 1.259
H -0.211 1.924 2.064
H -3.119 0.066 0.509
H -2.372 1.042 1.589
H -2.126 1.433 -0.159
H -1.149 -0.936 -0.131
H 0.368 0.640 -1.543
H 0.826 -0.164 -2.910
```

Calculated values
Net charge: +1
Maximum force: 2.8 eV/Å
⟨S²⟩: 0.767
Energy: -306.88865 a.u.
Gap between HOMO and LUMO (spin up / spin down): 10.134 / 6.582 eV
Spin multiplicity: 2

Mulliken population analysis, charges in e, atoms 1 to 5: number 1, C, carries -0.691; number 2, C, carries -0.538; number 3, C, carries 0.639; number 4, C, carries -0.966; number 5, C, carries -1.013

***

Formula: C50H41BrFeN2O3P2
Source: the OMol25 dataset
Level of theory: ωB97M-V with the def2-TZVPD basis set

XYZ file:
```
100
C50H41BrFeN2O3P2 ωB97M-V with the def2-TZVPD basis set
Fe 0.280 0.122 0.426
C 3.278 -1.921 2.201
C 2.259 -1.406 1.234
N 2.167 -0.101 0.924
O 2.953 0.776 1.696
C 1.343 -2.268 0.613
C 1.393 -3.750 0.848
N 0.401 -1.744 -0.174
O -0.526 -2.382 -0.775
H 3.895 -1.098 2.547
H 3.911 -2.675 1.733
H 2.789 -2.368 3.066
H 3.065 1.561 1.139
H 2.329 -4.177 0.486
H 0.565 -4.209 0.311
H 1.304 -3.972 1.911
O -1.052 0.661 -2.008
C -2.167 -0.121 -2.148
C -2.655 -0.565 -3.368
C -3.809 -1.330 -3.403
C -4.474 -1.648 -2.230
C -3.959 -1.240 -1.013
C -2.796 -0.485 -0.951
P -1.985 0.019 0.611
C -2.801 -1.106 1.793
C -2.617 -2.475 1.586
C -3.149 -3.395 2.468
C -3.854 -2.969 3.585
C -4.043 -1.613 3.795
C -3.535 -0.688 2.900
C -2.841 1.594 0.963
C -3.664 2.223 0.033
C -4.328 3.392 0.360
C -4.175 3.963 1.613
C -3.336 3.361 2.536
C -2.673 2.193 2.213
C -0.472 1.215 -3.130
C -1.154 2.015 -4.036
C -0.461 2.548 -5.110
C 0.884 2.269 -5.292
C 1.564 1.488 -4.375
C 0.890 0.967 -3.279
P 1.643 0.088 -1.853
C 3.287 0.868 -2.020
C 4.435 0.264 -2.518
C 5.612 0.987 -2.610
C 5.658 2.314 -2.216
C 4.514 2.926 -1.731
C 3.342 2.207 -1.631
C 1.869 -1.577 -2.550
C 0.979 -2.087 -3.491
C 1.057 -3.413 -3.873
C 2.029 -4.241 -3.340
C 2.917 -3.741 -2.399
C 2.822 -2.426 -1.985
H -2.137 -0.331 -4.290
H -4.186 -1.677 -4.352
H -5.381 -2.235 -2.263
H -4.461 -1.506 -0.094
H -2.061 -2.798 0.718
H -3.011 -4.451 2.286
H -4.255 -3.688 4.286
H -4.588 -1.267 4.663
H -3.732 0.358 3.071
H -3.798 1.786 -0.945
H -4.971 3.860 -0.371
H -4.709 4.867 1.864
H -3.194 3.793 3.516
H -2.019 1.743 2.944
H -2.206 2.221 -3.897
H -0.977 3.189 -5.807
H 1.407 2.673 -6.145
H 2.612 1.271 -4.514
H 4.409 -0.761 -2.861
H 6.497 0.509 -3.004
H 6.579 2.872 -2.299
H 4.530 3.964 -1.436
H 2.445 2.689 -1.272
H 0.223 -1.449 -3.923
H 0.340 -3.809 -4.578
H 2.087 -5.278 -3.638
H 3.672 -4.387 -1.970
H 3.474 -2.053 -1.205
Br 0.296 2.634 0.417
C 0.454 2.715 2.364
C 0.681 3.913 2.982
C 0.865 3.934 4.371
C 0.832 2.769 5.090
C 0.583 1.530 4.464
C 0.542 0.317 5.178
C 0.273 -0.859 4.529
C 0.021 -0.874 3.153
C 0.071 0.280 2.404
C 0.374 1.491 3.053
H 0.706 4.826 2.410
H 1.035 4.880 4.863
H 0.998 2.782 6.158
H 0.735 0.337 6.240
H 0.245 -1.788 5.079
H -0.207 -1.819 2.680
```

Calculated values
Maximum force: 3.2 eV/Å
⟨S²⟩: 6.050
Energy: -6785.44626 a.u.
Gap between HOMO and LUMO (spin up / spin down): 5.967 / 7.524 eV
Spin multiplicity: 5

Mulliken population analysis, charges in e, atoms 1 to 5: number 1, Fe, carries -0.924; number 2, C, carries -1.834; number 3, C, carries 0.016; number 4, N, carries 1.436; number 5, O, carries -0.571

***

Formula: C6H6N2O2
Source: the OMol25 dataset
Level of theory: ωB97M-V with the def2-TZVPD basis set

XYZ file:
```
16
C6H6N2O2 ωB97M-V with the def2-TZVPD basis set
C -2.700 0.054 0.083
C -2.034 1.308 -0.034
C -1.751 -0.909 0.052
C -0.704 1.060 -0.120
C 0.629 -1.082 -0.041
C 2.275 0.803 0.011
N -0.507 -0.306 -0.065
N 1.891 -0.483 -0.023
O 0.575 -2.290 -0.018
O 3.547 0.978 0.064
H -3.756 -0.097 0.191
H -2.502 2.272 -0.052
H -1.822 -1.976 0.093
H 0.133 1.720 -0.218
H 2.617 -1.218 0.005
H 4.108 0.165 0.073
```

Calculated values
Maximum force: 1.9 eV/Å
Energy: -492.17714 a.u.
Gap between HOMO and LUMO: 9.191 eV

Mulliken population analysis, charges in e, atoms 1 to 5: number 1, C, carries -0.434; number 2, C, carries -0.556; number 3, C, carries -0.517; number 4, C, carries -0.103; number 5, C, carries 0.494